## i
Computed, not measured: C4H5FN2O in the gas phase, with wB97M-V/def2-TZVPD.

Last columns: bonded neighbours and bond lengths (Å).
Positions of all 13 atoms, in Å:
1 C 0.068 0.274 0.128  C2 1.526, C3 1.489, C4 1.516, O12 1.392
2 C 1.264 -0.108 -0.739  C1 1.526, H6 1.056, H7 1.112, F13 1.397
3 C -1.178 0.645 -0.600  C1 1.489, H8 1.087, N10 1.284
4 C -0.446 -0.998 0.773  C1 1.516, H9 1.122, N11 1.273
5 H -0.071 1.307 1.777  O12 0.956
6 H 0.926 -0.700 -1.546  C2 1.056
7 H 1.749 0.812 -1.135  C2 1.112
8 H -1.397 1.578 -1.114  C3 1.087
9 H 0.176 -1.676 1.415  C4 1.122
10 N -2.126 -0.189 -0.372  C3 1.284, N11 1.422
11 N -1.632 -1.274 0.403  C4 1.273, N10 1.422
12 O 0.516 1.239 1.026  C1 1.392, H5 0.956
13 F 2.150 -0.911 -0.017  C2 1.397

Its total charge is 0. As for the multiplicity: 1.

## ii
Computed, not measured: C4H5FN2O in the gas phase, with wB97M-V/def2-TZVPD.

Last columns: bonded neighbours and bond lengths (Å).
Positions of all 13 atoms, in Å:
1 C -1.249 -0.499 -0.014  C2 1.513, N10 1.368, N11 1.293
2 C -0.347 0.706 0.129  C1 1.513, C3 1.319, F13 1.360
3 C 0.969 0.763 0.206  C2 1.319, C4 1.516, H8 1.056
4 C 1.941 -0.325 -0.205  C3 1.516, H9 1.079, O12 1.190
5 H -0.228 -1.609 1.373  N10 1.021
6 H -1.376 -2.447 0.481  N10 1.021
7 H -2.821 -1.203 -0.756  N11 1.016
8 H 1.351 1.734 0.367  C3 1.056
9 H 1.561 -1.300 -0.469  C4 1.079
10 N -0.724 -1.661 0.482  C1 1.368, H5 1.021, H6 1.021
11 N -2.348 -0.308 -0.668  C1 1.293, H7 1.016
12 O 3.126 -0.227 -0.252  C4 1.190
13 F -1.097 1.840 0.181  C2 1.360

Its total charge is 0. As for the multiplicity: 1.

Which of them is most stable, and which least? Most stable: ii; least stable: i.

## i
Computed, not measured: C3H2F2N2 in the gas phase, with wB97M-V/def2-TZVPD.

Last columns: bonded neighbours and bond lengths (Å).
Positions of all 9 atoms, in Å:
1 C -0.055 0.788 -0.124  C2 1.383, F6 1.330, H8 1.093
2 C -0.213 -0.586 -0.084  C1 1.383, N4 1.379, H9 1.074
3 C 2.385 0.229 -0.514  N5 1.238, F7 1.356
4 N 0.852 -1.453 -0.200  C2 1.379, N5 1.232
5 N 1.934 -0.865 -0.153  C3 1.238, N4 1.232
6 F -1.097 1.615 -0.108  C1 1.330
7 F 3.167 0.927 0.346  C3 1.356
8 H 0.878 1.158 -0.557  C1 1.093
9 H -1.082 -1.111 0.266  C2 1.074

Its total charge is 0. As for the multiplicity: 1.

## ii
Computed, not measured: C3H2F2N2 in the gas phase, with wB97M-V/def2-TZVPD.

Last columns: bonded neighbours and bond lengths (Å).
Positions of all 9 atoms, in Å:
1 C 0.572 0.494 0.117  C3 1.381, N6 1.385, F8 1.337
2 C -0.344 -0.881 1.435  H4 1.082, N6 1.320, N7 1.360
3 C -0.359 -0.190 -0.639  C1 1.381, N7 1.370, F9 1.349
4 H -0.613 -1.468 2.303  C2 1.082
5 H -1.715 -1.749 0.046  N7 1.046
6 N 0.579 0.064 1.433  C1 1.385, C2 1.320
7 N -0.984 -1.029 0.245  C2 1.360, C3 1.370, H5 1.046
8 F 1.409 1.465 -0.262  C1 1.337
9 F -0.747 0.028 -1.913  C3 1.349

Its total charge is 0. As for the multiplicity: 1.

Which of them is most stable, and which least? Most stable: ii; least stable: i.